Computed, not measured: an isolated molecule of C22H32O2 at a distorted geometry, with the ωB97M-V functional and the def2-TZVPD basis.

The geometry in XYZ format:
```
56
Properties=species:S:1:pos:R:3:forces:R:3:nbo_charge:R:1
H 1.53170 1.02060 0.56717 0.1 0.1 0.1 0.201
C 1.46913 0.33854 -0.27039 0.6 -0.2 0.0 -0.196
H 7.24324 0.48481 1.83757 0.0 0.0 0.1 0.207
C 3.66130 2.50647 -0.32775 0.0 -0.1 -0.1 -0.644
H -2.92943 1.93629 0.99151 0.1 0.0 0.1 0.195
H 6.60931 -1.76750 1.07167 0.0 -0.1 -0.1 0.207
H 6.43830 1.79696 -0.04789 0.0 0.1 0.0 0.207
C 4.73088 -1.24056 0.15588 0.1 -0.1 0.1 -0.066
O -7.76189 0.15246 1.35449 0.0 0.1 0.0 -0.613
C -0.90555 0.71738 -0.17115 1.0 -0.2 0.0 -0.142
H 0.62631 -0.45281 -2.78534 0.0 0.0 -0.1 0.222
H 5.61319 2.38469 1.39100 0.0 0.1 0.0 0.210
C 6.16675 -0.89853 0.57993 -0.2 0.1 0.2 -0.387
C -5.24509 0.29567 -0.80376 -0.1 0.0 0.2 -0.216
C -3.24477 1.29126 0.18047 0.9 -0.3 -0.2 -0.193
C 0.14095 0.10692 -0.78330 -0.9 0.1 0.0 -0.025
H 4.52627 -2.93400 1.49630 0.0 -0.1 0.0 0.204
H 4.37423 3.21057 -0.75719 0.1 0.1 0.0 0.210
C 2.59936 -0.23342 -0.71683 -0.6 0.2 0.1 -0.200
H -7.25938 1.06362 -0.77991 0.1 -0.1 -0.1 0.208
C -7.74270 -0.87362 0.72563 -0.2 -0.2 0.3 0.805
H 5.12063 -1.58699 -1.95418 0.1 0.0 -0.1 0.211
C -2.28975 0.62554 -0.50122 -0.9 0.2 0.1 -0.212
C -5.47380 2.38356 0.52923 -0.1 0.0 0.0 -0.661
C 4.38229 1.25353 0.07802 0.0 0.2 -0.2 0.051
H 5.59631 0.14846 2.37534 0.0 0.0 0.1 0.198
H 2.54725 -0.96778 -1.50678 -0.1 -0.1 -0.2 0.201
H -5.86025 3.03942 -0.25037 0.0 0.1 0.0 0.220
O -7.27454 -0.98752 -0.51628 0.1 -0.3 -0.4 -0.507
H -2.57539 0.00740 -1.33903 -0.1 0.0 -0.1 0.196
H 3.87326 -2.64620 -1.28118 -0.1 -0.1 -0.1 0.204
C 6.22033 0.31375 1.49571 0.1 0.1 -0.2 -0.391
C 5.71209 1.52258 0.72575 0.0 -0.3 0.2 -0.432
H 5.56348 -2.93058 -0.89877 0.1 -0.1 0.0 0.211
H 3.98167 -1.40302 2.18994 0.0 0.0 0.1 0.208
C -6.70209 0.18857 -1.12033 0.1 0.5 0.0 -0.119
C -8.24627 -2.20111 1.23185 0.0 0.2 -0.1 -0.713
C 4.82051 -2.15508 -1.07585 -0.1 0.1 0.2 -0.601
H -6.31620 1.98604 1.09246 -0.1 0.0 0.0 0.256
H 2.98808 -2.22292 0.99257 -0.1 0.0 0.0 0.214
H -4.65302 -0.52703 -1.17743 0.2 -0.1 0.0 0.194
H -7.45422 -2.66846 1.81414 0.0 0.0 0.0 0.241
H -6.85269 0.04208 -2.19425 0.0 0.0 0.2 0.199
C 3.92572 0.01641 -0.15817 0.3 0.1 0.1 -0.055
H -1.02746 -0.84624 -2.32183 0.0 0.0 -0.1 0.215
H -9.10287 -2.04338 1.88060 0.0 0.0 0.0 0.236
H -0.68027 1.35383 0.67717 0.1 0.1 0.1 0.189
C 4.01287 -1.99877 1.28112 0.1 0.0 -0.1 -0.603
C -0.00342 -0.80148 -1.96771 -0.1 0.1 0.1 -0.646
H 3.21041 2.98814 0.54033 0.0 0.1 0.1 0.212
H -8.50371 -2.84868 0.39985 0.0 -0.1 0.0 0.231
H 6.75902 -0.68274 -0.31275 0.1 0.0 -0.1 0.199
C -4.66995 1.26552 -0.07527 -0.7 -0.3 -0.3 0.000
H 0.31184 -1.81142 -1.70517 0.0 -0.1 -0.1 0.220
H -4.86120 2.98077 1.19925 0.0 0.1 0.0 0.212
H 2.87923 2.30799 -1.05491 0.0 0.1 0.0 0.226
```
Forces are in eV/Å.

Values from the calculation:
HOMO level in eV: -7.334
M in g mol⁻¹: 328.5
SMILES: CC(=O)OC/C=C(C)/C=C/C=C(C)/C=C/C1=C(C)CCCC1(C)C
Max |F| in eV/Å: 1.03
Energy above the lowest of the compared OMol25 structures with the same formula, charge and spin in eV: 0.000

Computed, not measured: an isolated molecule of C7H10N4O2 at a distorted geometry, with the ωB97M-V functional and the def2-TZVPD basis.

The geometry in XYZ format:
```
23
Properties=species:S:1:pos:R:3:forces:R:3:nbo_charge:R:1
C 2.59494 -0.26032 -0.05666 0.1 -0.8 0.6 -0.527
C 1.92238 1.01345 -0.83871 0.3 0.2 -7.0 0.771
C 1.61658 -1.60223 -0.01566 -0.4 -0.1 -0.1 -0.636
H 0.36390 0.78711 1.24554 0.1 1.9 -1.2 0.202
N -2.41878 -1.56272 1.14214 -0.3 -0.8 -4.4 -0.167
H -2.89344 -3.14315 -0.33722 0.8 3.0 0.3 0.218
O 1.29085 2.19172 -0.22787 0.3 -3.9 -0.3 -0.523
H 0.87613 -1.55879 -0.92367 1.3 -0.1 1.8 0.230
C 0.24508 1.83614 0.74159 -1.0 1.0 2.1 -0.091
N -2.03160 -0.32288 1.26092 0.4 1.4 -4.0 -0.204
H -2.02216 2.46414 0.95077 1.9 -1.3 -1.5 0.242
N -2.43037 -1.29639 -1.47118 -0.2 -1.7 4.2 -0.161
C -2.57769 -1.99333 -0.22136 -0.5 -1.5 -0.1 0.116
H 2.88420 -0.03201 1.05488 -0.5 -0.1 -2.2 0.232
H -1.40564 2.53564 -0.82871 0.5 -1.6 1.9 0.265
O 2.00067 1.00264 -2.19576 -0.5 0.2 8.9 -0.558
N -2.04353 -0.05768 -1.34049 0.3 0.4 4.1 -0.180
H 3.57801 -0.61199 -0.63366 -2.3 1.3 1.1 0.267
C -1.84644 0.35133 0.01459 0.5 2.7 -0.1 0.328
C -1.29287 1.92861 0.17196 -0.9 -1.1 0.1 -0.478
H 0.33098 2.63245 1.62687 0.0 -1.7 -2.0 0.208
H 1.02450 -1.70184 1.01027 1.2 0.4 -2.3 0.216
H 2.23430 -2.59990 -0.12859 -1.1 2.2 0.2 0.232
```
Forces are in eV/Å.

Values from the calculation:
HOMO level in eV: -10.048
M in g mol⁻¹: 182.2
SMILES: CCC(=O)OCCc1nncnn1
Max |F| in eV/Å: 8.93
Energy above the lowest of the compared OMol25 structures with the same formula, charge and spin in eV: 7.950